#P
The following is a DFT calculation (wB97M-V/def2-TZVPD) of a gas-phase ion, C6H12NS (charge +1).

Cartesian coordinates (Å):
C1 2.448 -1.194 0.745
C2 1.535 -0.259 0.377
C3 -0.480 1.044 0.767
C4 -1.549 0.893 -0.382
C5 -2.969 -1.368 -0.571
C6 1.845 0.542 -0.843
N1 0.273 -0.154 1.045
S1 -3.109 0.116 0.096
H1 2.426 -1.971 1.613
H2 3.220 -1.404 0.119
H3 0.277 1.867 0.482
H4 -1.180 1.289 1.682
H5 -1.708 1.889 -0.739
H6 -1.127 0.374 -1.201
H7 -2.043 -1.627 -1.068
H8 -3.783 -2.058 -0.662
H9 1.821 1.577 -0.496
H10 1.003 0.441 -1.647
H11 2.775 0.366 -1.346
H12 0.324 -0.362 2.029

Summary:
net charge	+1
E_LUMO	-6.556	eV
gap between HOMO and LUMO	4.89	eV

---

#Q
The following is a DFT calculation (wB97M-V/def2-TZVPD) of a molecular structure, C6H12NS.

Cartesian coordinates (Å):
C1 -0.865 1.966 0.516
C2 0.485 2.546 0.884
C3 1.394 1.475 0.079
C4 -0.436 0.670 -0.179
C5 -1.115 -2.684 -1.055
C6 0.010 -2.157 -0.222
N1 1.334 1.472 1.501
S1 -0.503 -0.785 0.892
H1 -1.476 1.710 1.311
H2 -1.437 2.674 -0.198
H3 0.901 3.462 1.020
H4 2.263 1.591 -0.613
H5 -0.483 0.610 -1.337
H6 -1.792 -3.305 -0.423
H7 -1.786 -1.954 -1.664
H8 -0.677 -3.390 -1.830
H9 0.901 -1.755 -0.716
H10 0.026 -2.938 0.416
H11 2.105 1.665 2.108
H12 0.738 0.605 1.706

Summary:
net charge	+1
E_LUMO	-3.033	eV
gap between HOMO and LUMO	10.13	eV

---

#R
The following is a DFT calculation (wB97M-V/def2-TZVPD) of 2 unconnected molecules or ions with the total composition C6H12NS.

Cartesian coordinates (Å):
C1 3.977 -0.705 0.028
C2 5.028 -1.620 -0.025
C3 -2.882 -0.057 1.193
C4 -2.664 -1.459 0.546
C5 -1.434 -1.680 -0.306
C6 -0.210 -1.712 0.357
N1 3.024 -0.042 -0.177
S1 1.739 0.914 -0.280
H1 5.765 -1.630 0.819
H2 4.737 -2.611 -0.004
H3 5.577 -1.365 -0.881
H4 -3.850 -0.085 1.538
H5 -2.898 0.835 0.570
H6 -2.112 0.221 2.039
H7 -3.469 -1.794 -0.006
H8 -2.498 -1.949 1.455
H9 -1.181 -0.752 -0.913
H10 -1.596 -2.376 -1.113
H11 -0.208 -1.527 1.427
H12 0.544 -2.333 -0.144

Summary:
net charge	+1
E_LUMO (spin up / spin down)	-6.294 / -6.292	eV
gap between HOMO and LUMO (spin up / spin down)	5.93 / 5.93	eV

---

#S
The following is a DFT calculation (wB97M-V/def2-TZVPD) of a gas-phase ion, C6H12NS (charge +1).

Cartesian coordinates (Å):
C1 2.013 1.069 0.742
C2 0.582 0.887 0.424
C3 -0.474 1.588 0.819
S1 -2.122 1.082 0.414
C4 -1.485 -0.540 -0.130
C5 -1.577 -1.619 0.866
C6 0.228 -0.255 -0.529
N1 0.510 -0.104 -2.046
H1 2.500 0.554 -0.059
H2 2.244 0.589 1.786
H3 2.376 2.141 0.955
H4 -0.530 2.386 1.527
H5 -2.129 -0.771 -0.976
H6 -1.361 -2.644 0.636
H7 -2.630 -1.460 1.140
H8 -0.782 -1.303 1.679
H9 0.636 -1.259 -0.297
H10 0.489 0.864 -2.481
H11 -0.001 -0.777 -2.488
H12 1.515 -0.428 -1.983

Summary:
SMILES	CC1=CS[C@H](C)[C@H]1[NH3+]
net charge	+1
E_LUMO	-3.737	eV
gap between HOMO and LUMO	8.45	eV

---

On energetic grounds, #S is preferred over the next structure by 1.172 eV.

---

#P
The following is a DFT calculation (wB97M-V/def2-TZVPD) of 2 unconnected molecules or ions with the total composition C3H3N3.

Cartesian coordinates (Å):
C1 -0.401 1.624 -0.733
C2 -0.289 0.388 -0.303
C3 -0.456 -0.880 -0.109
N1 -0.632 -1.902 0.519
H1 -0.751 1.805 -1.718
H2 -0.135 2.427 -0.153
H3 -0.821 -2.818 0.043
N2 1.521 0.159 1.385
N3 1.962 -0.803 1.069

Summary:
SMILES	C=C=C=N.N#N
net charge	0
E_LUMO	-0.017	eV
gap between HOMO and LUMO	8.61	eV

---

#Q
The following is a DFT calculation (wB97M-V/def2-TZVPD) of a single C3H3N3 molecule.

Cartesian coordinates (Å):
N1 0.331 0.466 -1.148
C1 -0.037 0.161 0.825
C2 -0.905 0.206 -0.350
N2 -2.095 0.122 -0.582
C3 0.460 -1.052 1.375
N3 0.891 -2.053 1.775
H1 0.477 1.378 -1.580
H2 0.711 -0.303 -1.697
H3 0.167 1.074 1.382

Summary:
net charge	0
E_LUMO (spin up / spin down)	-0.764 / -1.783	eV
gap between HOMO and LUMO (spin up / spin down)	10.00 / 6.48	eV

---

On energetic grounds, #P is preferred over the next structure by 2.433 eV.

---

#P
The following is a DFT calculation (wB97M-V/def2-TZVPD) of a single C3H3N3 molecule.

Cartesian coordinates (Å):
C1 0.565 0.682 -0.738
N1 -0.544 0.669 -1.392
C2 -1.632 0.234 -0.682
N2 -1.364 -0.949 -0.044
C3 -0.270 -0.965 0.635
N3 0.659 0.062 0.504
H1 1.464 1.106 -1.175
H2 1.022 0.549 1.310
H3 -0.017 -1.816 1.261

Summary:
net charge	0
E_LUMO	0.032	eV
gap between HOMO and LUMO	8.33	eV

---

#Q
The following is a DFT calculation (wB97M-V/def2-TZVPD) of a single C3H3N3 molecule.

Cartesian coordinates (Å):
C1 2.396 -0.444 0.090
N1 1.140 -0.536 -0.090
N2 0.629 0.771 -0.273
C2 -0.595 0.915 0.239
C3 -1.694 -0.033 0.015
N3 -2.530 -0.793 -0.030
H1 3.006 -1.326 0.417
H2 2.761 0.770 0.038
H3 -1.082 1.828 0.231

Summary:
SMILES	C=N/N=C\C#N
net charge	0
E_LUMO	-1.056	eV
gap between HOMO and LUMO	9.25	eV

---

#R
The following is a DFT calculation (wB97M-V/def2-TZVPD) of 2 unconnected molecules or ions with the total composition C3H3N3.

Cartesian coordinates (Å):
C1 0.442 1.400 -1.728
C2 2.753 -0.785 0.082
C3 -0.065 0.234 -1.097
N1 1.184 2.146 -2.177
N2 3.797 -1.205 0.364
N3 0.530 -0.067 0.055
H1 -0.482 -0.545 -1.813
H2 0.927 0.804 0.561
H3 0.270 -0.970 0.563

Summary:
net charge	0
E_LUMO (spin up / spin down)	-2.137 / -2.232	eV
gap between HOMO and LUMO (spin up / spin down)	7.38 / 7.06	eV

---

On energetic grounds, #P is preferred over the next structure by 0.585 eV.

---

#P
The following is a DFT calculation (wB97M-V/def2-TZVPD) of 24 unconnected molecules or ions with the total composition C3H53O24.

Cartesian coordinates (Å):
C1 -5.247 -7.487 6.667
C2 -4.011 -6.817 7.277
C3 -2.765 -7.733 7.253
O1 -3.805 -5.608 6.588
H1 -6.097 -6.811 6.916
H2 -5.432 -8.438 7.158
H3 -5.172 -7.752 5.587
H4 -4.113 -6.566 8.307
H5 -2.613 -7.966 6.235
H6 -2.999 -8.584 7.893
H7 -1.891 -7.365 7.670
O2 -0.025 -7.376 4.929
H8 -0.201 -6.808 5.673
H9 -0.632 -7.044 4.230
O3 -6.702 -7.721 3.014
H10 -7.091 -7.082 3.564
H11 -7.164 -7.869 2.219
O4 -1.081 -5.237 6.378
H12 -1.994 -5.438 6.547
H13 -1.321 -4.502 5.731
O5 -4.484 -2.956 6.777
H14 -4.284 -3.906 6.704
H15 -4.580 -2.858 7.723
O6 -8.105 -4.240 6.595
H16 -7.683 -4.506 7.404
H17 -7.719 -3.364 6.367
O7 -1.088 -6.335 9.886
H18 -1.918 -6.802 9.827
H19 -1.463 -5.449 9.980
O8 -2.823 -9.211 3.773
H20 -3.415 -8.548 4.171
H21 -2.109 -9.400 4.369
O9 -6.820 -11.058 6.894
H22 -7.729 -10.893 6.659
H23 -6.343 -10.599 6.213
O10 -3.776 -10.522 6.455
H24 -4.014 -9.605 6.291
H25 -3.013 -10.363 6.972
O11 -2.574 -3.917 4.514
H26 -2.452 -3.619 3.618
H27 -2.950 -4.803 4.310
O12 -1.524 -10.667 8.057
H28 -1.490 -11.425 8.571
H29 -0.900 -10.083 8.499
O13 -6.172 -9.788 4.617
H30 -5.685 -10.263 3.943
H31 -6.531 -9.069 4.093
O14 -0.735 -10.196 5.245
H32 -0.889 -10.224 6.178
H33 -0.500 -9.271 5.157
O15 -4.559 -10.351 9.735
H34 -5.003 -10.851 10.455
H35 -5.310 -10.041 9.219
O16 -2.777 -8.578 10.512
H36 -2.415 -9.310 10.948
H37 -3.472 -9.003 9.957
O17 -4.506 -5.491 10.607
H38 -5.039 -6.262 10.791
H39 -4.114 -5.309 11.487
O18 -2.806 -4.314 8.977
H40 -3.524 -4.669 9.560
H41 -2.875 -4.794 8.163
O19 0.101 -8.793 8.983
H42 0.314 -8.700 8.070
H43 -0.342 -7.937 9.170
O20 -8.564 -7.890 7.413
H44 -8.987 -7.214 7.952
H45 -8.053 -7.493 6.732
O21 -7.074 -5.230 9.130
H46 -7.893 -5.419 9.460
H47 -6.647 -6.068 9.229
O22 -5.895 -4.797 5.095
H48 -5.212 -5.150 5.726
H49 -6.512 -4.467 5.745
O23 -7.040 -9.258 9.203
H50 -7.332 -8.782 8.448
H51 -7.812 -9.320 9.733
O24 -3.714 -6.351 3.926
H52 -3.659 -6.101 4.842
H53 -4.489 -5.878 3.595

Summary:
net charge	-1
E_LUMO	1.554	eV
gap between HOMO and LUMO	7.49	eV

---

#Q
The following is a DFT calculation (wB97M-V/def2-TZVPD) of 24 unconnected molecules or ions with the total composition C3H53O24.

Cartesian coordinates (Å):
C1 -3.576 -0.081 -7.174
C2 -3.339 1.341 -7.694
C3 -4.537 2.083 -8.295
O1 -2.755 2.084 -6.628
H1 -3.710 -0.799 -8.028
H2 -4.562 -0.160 -6.735
H3 -2.788 -0.478 -6.519
H4 -2.595 1.315 -8.533
H5 -4.105 2.999 -8.666
H6 -5.303 2.278 -7.576
H7 -4.982 1.596 -9.170
O2 -0.685 -1.815 -5.872
H8 -1.320 -2.543 -5.950
H9 -1.079 -1.111 -5.367
O3 -0.298 0.905 -7.098
H10 -1.167 1.261 -7.216
H11 0.199 1.567 -7.624
O4 -5.490 -3.279 -6.200
H12 -4.568 -3.156 -6.046
H13 -5.673 -2.900 -7.038
O5 -0.821 -1.416 -8.661
H14 -0.937 -0.708 -8.032
H15 -0.754 -2.173 -8.068
O6 -5.657 -1.153 -4.307
H16 -6.341 -0.998 -3.679
H17 -6.082 -1.736 -5.000
O7 -2.378 4.677 -10.303
H18 -2.512 3.810 -10.659
H19 -2.143 4.546 -9.386
O8 -1.154 0.155 -4.011
H20 -2.103 0.087 -3.807
H21 -1.066 1.011 -4.420
O9 -3.559 -0.321 -10.667
H22 -3.324 -0.520 -11.604
H23 -2.725 -0.272 -10.210
O10 -6.058 -0.443 -9.576
H24 -5.148 -0.250 -9.639
H25 -6.422 0.426 -9.463
O11 -1.039 1.472 -10.560
H26 -0.733 0.664 -10.954
H27 -0.750 2.074 -11.263
O12 -1.938 4.448 -7.642
H28 -2.729 5.049 -7.746
H29 -2.327 3.635 -7.536
O13 -1.735 5.426 -4.913
H30 -1.000 5.212 -4.307
H31 -1.905 4.615 -5.352
O14 -6.698 1.712 -11.674
H32 -7.160 2.251 -11.044
H33 -7.360 1.820 -12.379
O15 -6.885 -0.690 -6.809
H34 -7.820 -0.729 -6.785
H35 -6.694 -0.633 -7.724
O16 -3.891 1.042 -4.361
H36 -4.314 0.225 -4.587
H37 -3.640 1.369 -5.192
O17 -3.989 2.324 -11.520
H38 -3.639 1.522 -11.220
H39 -4.869 2.069 -11.590
O18 -6.603 1.760 -5.626
H40 -6.186 2.478 -6.115
H41 -6.506 0.877 -6.055
O19 -4.368 3.882 -5.773
H42 -3.901 3.156 -6.140
H43 -4.333 4.505 -6.458
O20 -1.157 2.721 -4.798
H44 -1.776 2.489 -5.530
H45 -0.315 2.951 -5.233
O21 -7.083 4.216 -7.770
H46 -7.286 4.440 -6.851
H47 -6.758 5.073 -8.193
O22 -5.315 4.865 -10.091
H48 -4.730 5.639 -10.145
H49 -4.728 4.116 -10.169
O23 -3.449 -3.173 -8.594
H50 -3.089 -2.879 -7.814
H51 -4.305 -2.794 -8.672
O24 -7.666 1.913 -9.028
H52 -7.194 2.728 -8.751
H53 -8.291 1.634 -8.347

Summary:
net charge	-1
E_LUMO	2.053	eV
gap between HOMO and LUMO	8.39	eV

---

On energetic grounds, #P is preferred over the next structure by 0.150 eV.

---

#P
The following is a DFT calculation (wB97M-V/def2-TZVPD) of a single C5H7FN2 molecule.

Cartesian coordinates (Å):
F1 -0.717 -1.412 -0.917
C1 -0.657 -0.952 0.387
C2 -1.528 0.296 0.490
N1 -0.989 1.398 -0.313
C3 0.275 1.503 -0.373
N2 1.209 0.728 0.354
C4 1.805 -0.444 -0.289
C5 0.766 -0.599 0.762
H1 -1.055 -1.740 1.035
H2 -2.540 0.089 0.115
H3 -1.591 0.598 1.535
H4 0.718 2.276 -0.981
H5 1.513 -0.684 -1.318
H6 2.845 -0.665 -0.054
H7 1.055 -0.876 1.773

Summary:
SMILES	F[C@@H]1CN=CN2C[C@H]12
net charge	0
E_LUMO	0.996	eV
gap between HOMO and LUMO	10.44	eV

---

#Q
The following is a DFT calculation (wB97M-V/def2-TZVPD) of a single C5H7FN2 molecule.

Cartesian coordinates (Å):
C1 1.448 -1.994 -0.472
C2 1.001 -0.879 -1.083
C3 0.026 0.030 -0.539
N1 -0.263 1.086 -1.290
N2 -1.213 1.937 -0.897
C4 -0.564 -0.212 0.802
C5 -0.435 0.546 1.897
F1 -1.246 -1.371 0.853
H1 1.047 -2.296 0.468
H2 2.194 -2.706 -0.989
H3 1.412 -0.620 -2.131
H4 -1.142 2.835 -1.352
H5 -1.433 1.976 0.079
H6 -0.976 0.258 2.782
H7 0.144 1.410 1.872

Summary:
SMILES	C=C/C(=N/N)C(=C)F
net charge	0
E_LUMO	0.636	eV
gap between HOMO and LUMO	8.93	eV

---

On energetic grounds, #P is preferred over the next structure by 1.079 eV.

---

#P
The following is a DFT calculation (wB97M-V/def2-TZVPD) of a molecular structure, C14H36F6KO22P4S2.

Cartesian coordinates (Å):
K1 0.602 -0.021 -0.648
C1 -3.702 -3.561 4.019
F1 -3.714 -2.525 4.886
F2 -2.628 -4.240 4.191
F3 -4.724 -4.373 4.185
S1 -3.882 -2.853 2.268
O1 -3.985 -4.015 1.390
O2 -5.159 -2.177 2.251
O3 -2.698 -1.997 2.067
C2 5.145 2.723 -4.429
F4 6.012 2.399 -5.349
F5 5.642 2.101 -3.301
F6 5.017 4.008 -4.280
S2 3.368 2.043 -4.715
O4 3.204 1.847 -6.210
O5 3.388 0.699 -4.128
O6 2.433 2.942 -4.009
C3 5.191 -4.354 2.134
O7 4.684 -3.835 3.298
P1 3.092 -3.517 3.347
O8 2.534 -2.979 2.072
O9 2.450 -4.819 3.908
C4 2.065 -5.888 3.041
O10 2.963 -2.461 4.534
C5 1.683 -1.953 4.834
H1 4.487 -4.461 1.309
H2 5.563 -5.372 2.247
H3 6.051 -3.796 1.762
H4 2.924 -6.234 2.466
H5 1.191 -5.575 2.471
H6 1.741 -6.828 3.487
H7 0.990 -2.114 4.007
H8 1.609 -0.869 4.915
H9 1.169 -2.402 5.684
C6 -6.206 6.520 -1.418
O11 -6.800 5.362 -0.843
P2 -5.937 3.971 -0.751
O12 -6.689 2.782 -0.195
O13 -5.143 3.834 -2.158
C7 -5.384 2.587 -2.968
O14 -4.753 4.383 0.268
C8 -3.740 3.457 0.731
H10 -6.862 7.344 -1.137
H11 -6.172 6.408 -2.501
H12 -5.157 6.482 -1.123
H13 -5.494 1.817 -2.204
H14 -4.558 2.250 -3.594
H15 -6.404 2.517 -3.347
H16 -3.406 2.627 0.110
H17 -4.057 3.015 1.675
H18 -2.799 3.975 0.913
C9 -3.933 -4.649 -3.640
O15 -2.594 -5.187 -3.530
P3 -1.364 -4.400 -4.144
O16 -1.233 -3.019 -3.621
O17 -0.171 -5.405 -3.797
C10 0.650 -5.183 -2.675
O18 -1.546 -4.611 -5.749
C11 -0.688 -3.891 -6.650
H19 -4.472 -5.415 -3.084
H20 -4.365 -4.477 -4.626
H21 -4.111 -3.728 -3.084
H22 1.572 -4.839 -3.142
H23 0.902 -6.073 -2.098
H24 0.138 -4.461 -2.038
H25 -0.139 -3.007 -6.327
H26 -1.368 -3.470 -7.391
H27 -0.193 -4.618 -7.294
C12 4.167 3.306 4.808
O19 3.239 4.356 4.551
P4 2.644 4.634 3.048
O20 1.959 3.457 2.428
O21 3.941 5.248 2.225
C13 4.989 4.497 1.616
O22 1.645 5.956 3.050
C14 1.634 6.847 1.977
H28 3.630 2.534 5.359
H29 5.069 3.594 5.348
H30 4.518 2.998 3.823
H31 5.153 5.014 0.671
H32 4.593 3.507 1.388
H33 5.874 4.389 2.243
H34 2.155 6.513 1.080
H35 1.997 7.808 2.340
H36 0.564 6.901 1.775

Summary:
net charge	-1
E_LUMO	0.972	eV
gap between HOMO and LUMO	7.01	eV

---

#Q
The following is a DFT calculation (wB97M-V/def2-TZVPD) of a molecular structure, C14H36F6KO22P4S2.

Cartesian coordinates (Å):
K1 0.349 0.065 0.844
C1 1.913 3.118 -5.007
F1 2.961 2.291 -4.904
F2 2.043 4.095 -5.881
F3 0.780 2.478 -5.390
S1 1.546 3.744 -3.194
O1 1.417 2.544 -2.378
O2 2.737 4.517 -2.751
O3 0.370 4.566 -3.365
C2 -1.139 -2.057 7.335
F4 -0.021 -2.642 7.003
F5 -1.935 -2.831 8.020
F6 -0.788 -0.940 8.029
S2 -2.153 -1.549 5.782
O4 -2.801 -2.799 5.363
O5 -3.033 -0.419 6.258
O6 -1.181 -0.991 4.809
C3 5.274 -1.575 3.123
O7 5.847 -0.551 2.305
P1 5.471 1.024 2.625
O8 3.995 1.239 2.572
O9 6.122 1.397 4.088
C4 7.497 1.490 4.261
O10 6.328 1.944 1.575
C5 6.083 1.711 0.196
H1 4.342 -1.200 3.546
H2 5.973 -1.941 3.875
H3 4.961 -2.383 2.461
H4 7.730 2.175 5.077
H5 8.186 1.826 3.485
H6 7.918 0.516 4.510
H7 6.884 1.182 -0.321
H8 5.869 2.574 -0.435
H9 5.211 1.099 -0.035
C6 -3.034 -1.916 -5.121
O11 -2.711 -1.324 -3.925
P2 -3.764 -0.473 -2.989
O12 -3.131 0.173 -1.823
O13 -4.563 0.503 -3.996
C7 -3.885 1.728 -4.461
O14 -4.920 -1.586 -2.645
C8 -6.275 -1.258 -2.309
H10 -2.290 -2.704 -5.239
H11 -2.853 -1.292 -5.996
H12 -3.974 -2.467 -5.114
H13 -3.219 2.019 -3.648
H14 -4.570 2.562 -4.612
H15 -3.370 1.557 -5.406
H16 -6.489 -1.764 -1.368
H17 -6.951 -1.666 -3.061
H18 -6.452 -0.183 -2.279
C9 3.358 -5.937 -3.390
O15 3.040 -5.395 -2.125
P3 1.637 -4.720 -1.898
O16 1.531 -3.867 -0.706
O17 1.306 -3.929 -3.397
C10 1.864 -2.629 -3.532
O18 0.572 -5.991 -1.864
C11 0.670 -6.903 -0.856
H19 3.577 -5.214 -4.175
H20 2.628 -6.703 -3.652
H21 4.330 -6.388 -3.188
H22 1.842 -2.453 -4.608
H23 2.925 -2.733 -3.304
H24 1.276 -1.839 -3.067
H25 -0.270 -7.283 -0.456
H26 1.276 -6.550 -0.021
H27 1.212 -7.777 -1.218
C12 -4.815 1.619 2.326
O19 -5.027 3.030 2.410
P4 -4.143 4.008 3.295
O20 -4.282 3.726 4.740
O21 -2.678 3.789 2.595
C13 -2.486 4.267 1.232
O22 -4.643 5.521 2.772
C14 -4.023 6.752 3.189
H28 -3.782 1.305 2.480
H29 -5.154 1.248 1.360
H30 -5.302 1.029 3.103
H31 -3.308 4.834 0.796
H32 -2.229 3.431 0.581
H33 -1.629 4.939 1.287
H34 -3.779 7.287 2.271
H35 -3.087 6.571 3.717
H36 -4.709 7.327 3.811

Summary:
net charge	-1
E_LUMO	1.366	eV
gap between HOMO and LUMO	7.21	eV

---

On energetic grounds, #Q is preferred over the next structure by 0.823 eV.